# 1
Below is an isolated ion of composition C3H11N2S and charge +1 in a non-equilibrium geometry, with properties calculated with ωB97M-V/def2-TZVPD.

XYZ file:
```
17
Properties=species:S:1:pos:R:3:forces:R:3:nbo_charge:R:1
N -1.4535 1.1437 1.9089 0.415 -0.009 0.197 -0.883
C -0.8501 -0.0393 1.2739 -0.434 0.369 -0.220 -0.238
C -0.2015 0.3481 -0.1253 -1.240 1.278 0.984 -0.076
N -0.1278 1.8812 -0.2596 -1.306 -1.121 0.403 -0.695
C 1.1790 -0.2048 -0.3307 0.410 -1.533 -0.538 -0.555
S 0.7775 -1.7548 -1.3003 1.627 0.160 0.632 -0.013
H -1.0752 1.3093 2.8275 0.343 0.147 0.120 0.393
H -2.4519 1.1112 2.0659 -0.066 -0.436 -0.349 0.397
H -0.0992 -0.5730 1.8588 -0.084 0.396 0.309 0.218
H -1.6488 -0.7600 1.0815 0.275 -0.042 -0.156 0.226
H -1.0294 0.0451 -0.7742 0.915 0.032 -0.836 0.237
H -0.9135 2.2655 0.2967 0.382 -0.144 0.738 0.467
H 0.7671 2.1423 0.1421 -0.004 0.784 -0.418 0.440
H -0.3430 2.1692 -1.2102 0.959 0.098 -0.272 0.446
H 1.9563 0.3547 -0.8566 -0.784 0.474 -0.629 0.241
H 1.6899 -0.3365 0.6332 -0.515 -0.655 0.012 0.232
H 2.0679 -2.2359 -1.3542 -0.894 0.203 0.023 0.162
```
Positions in Å, forces in eV/Å.

Summary:
Orbital gap ... 9.6 eV
Net charge ... +1
Energy above the lowest of the compared OMol25 structures with the same formula, charge and spin ... 29.4 kcal per mole
SMILES string ... NC[C@@H]([NH3+])CS
Maximum force ... 2.03 eV/Å
Electronic energy ... -628.33025 Ha
Multiplicity ... 1

=====

# 2
Below is C44H48N10O5SSc as an isolated structure, with properties calculated with ωB97M-V/def2-TZVPD.

XYZ file:
```
109
Properties=species:S:1:pos:R:3:forces:R:3:lowdin_charge:R:1
Sc -0.5757 0.7980 0.2479 -0.091 -0.337 0.175 1.032
C -3.3591 3.9319 0.5347 0.000 -0.059 0.014 -0.200
C -2.0960 4.7868 0.6597 0.021 0.044 -0.027 -0.169
C -0.7624 4.0420 0.5107 0.028 0.000 0.024 -0.218
N -0.7157 2.7944 1.2652 0.022 -0.089 -0.078 -0.025
C -0.6281 2.8434 2.5687 0.027 0.065 0.102 -0.240
C -0.3550 4.0370 3.2997 -0.067 -0.071 -0.115 -0.026
C -0.5336 4.3629 4.6219 0.030 0.032 0.076 -0.099
C -1.0852 3.6202 5.6628 0.017 0.022 -0.048 -0.132
C -1.4454 2.2910 5.5679 -0.051 -0.039 0.004 -0.106
C -1.2601 1.3842 4.5362 0.063 0.004 0.000 -0.031
C -0.6957 1.5228 3.2422 -0.090 -0.054 -0.042 -0.234
N -0.3310 0.4995 2.4906 -0.066 0.103 -0.067 -0.035
C -0.1890 -0.7887 3.1530 0.038 0.015 -0.012 -0.228
C -1.3365 -1.7560 2.8839 -0.034 -0.021 0.030 -0.156
C -1.4639 -2.0818 1.3978 0.023 -0.023 -0.050 -0.230
N -1.8969 -0.9476 0.6028 -0.091 0.058 0.024 -0.059
C -3.1710 -0.8254 0.2984 -0.087 0.157 0.073 -0.229
C -4.2039 -1.5873 0.8998 0.071 -0.071 -0.052 -0.028
C -5.5136 -1.8197 0.5138 -0.017 -0.016 0.059 -0.105
C -6.1903 -1.4201 -0.6227 0.040 0.035 -0.029 -0.130
C -5.6706 -0.5698 -1.5944 -0.051 -0.018 -0.033 -0.095
C -4.5124 0.1732 -1.6014 0.021 0.140 0.107 -0.018
C -3.4626 0.2913 -0.6460 -0.020 -0.120 -0.023 -0.221
N -2.5860 1.2647 -0.6230 0.184 -0.193 0.092 -0.017
C -2.7595 2.4284 -1.4820 0.024 -0.022 -0.028 -0.209
C -3.7159 3.4542 -0.8733 -0.019 0.025 -0.051 -0.169
H -3.2755 3.0651 1.1962 0.003 0.016 -0.005 0.104
H -4.2009 4.5183 0.9134 0.000 0.017 -0.024 0.106
H -2.1153 5.5851 -0.0909 -0.014 0.011 0.009 0.114
H -2.1141 5.2797 1.6353 -0.020 -0.033 0.012 0.099
H -0.5659 3.8053 -0.5294 -0.014 0.006 0.019 0.082
H 0.0576 4.7105 0.7966 -0.005 -0.012 -0.002 0.112
H 0.0422 4.8359 2.6881 -0.008 0.020 0.015 0.095
H -0.2363 5.3765 4.8760 -0.004 -0.003 0.001 0.100
H -1.2434 4.1213 6.6092 0.004 -0.002 0.005 0.085
H -1.9162 1.8669 6.4504 -0.001 0.005 -0.004 0.099
H -1.6104 0.3856 4.7606 -0.004 0.001 0.023 0.088
H 0.7361 -1.2435 2.7972 0.021 0.002 -0.039 0.089
H -0.0451 -0.6575 4.2279 -0.001 -0.022 -0.010 0.110
H -1.1528 -2.6811 3.4405 0.012 -0.001 -0.006 0.116
H -2.2780 -1.3351 3.2506 0.005 0.010 -0.012 0.109
H -0.4798 -2.3869 1.0204 -0.023 0.027 0.010 0.087
H -2.1267 -2.9401 1.2401 -0.001 0.014 0.032 0.112
H -3.9099 -2.0899 1.8121 -0.010 -0.011 0.002 0.088
H -6.0711 -2.4568 1.1947 -0.001 0.003 -0.008 0.099
H -7.1886 -1.8078 -0.7786 -0.005 -0.004 0.000 0.087
H -6.2913 -0.4299 -2.4746 -0.006 -0.005 0.009 0.102
H -4.3914 0.8051 -2.4707 -0.024 0.014 -0.003 0.097
H -1.7805 2.8758 -1.6426 -0.024 0.016 0.024 0.089
H -3.1091 2.1561 -2.4814 0.008 -0.018 0.005 0.111
H -3.7710 4.3103 -1.5551 0.003 0.016 0.021 0.115
H -4.7151 3.0082 -0.8508 -0.001 0.005 0.024 0.108
O -0.4606 -2.6633 -6.2528 -0.191 -0.025 0.029 -0.054
C -0.3907 -1.4280 -6.0959 0.517 0.036 -0.088 -0.697
O -0.1853 -0.5145 -6.9129 -0.159 -0.015 0.008 -0.039
C -0.4756 -0.9706 -4.6225 -0.182 0.073 0.054 -0.090
C -1.0042 -1.8053 -3.6485 0.064 -0.050 0.012 0.006
C -1.0302 -1.3959 -2.3273 0.009 0.007 0.012 -0.100
N -0.5385 -0.2244 -1.9293 -0.011 0.092 -0.043 0.049
C -0.0352 0.5897 -2.8681 0.033 -0.035 -0.061 -0.199
C -0.0026 0.2725 -4.2132 0.010 -0.027 0.023 0.074
C 0.5896 1.8483 -2.3227 0.073 -0.027 0.094 -0.591
O 1.0912 2.6974 -3.0341 0.016 -0.011 -0.038 0.081
O 0.5925 1.8958 -1.0152 0.023 0.267 -0.366 -0.214
H -1.3683 -2.7801 -3.9435 -0.005 -0.015 -0.014 0.113
H -1.4385 -2.0267 -1.5473 -0.011 0.000 -0.010 0.103
H 0.4076 0.9635 -4.9359 -0.009 0.000 -0.017 0.129
C 1.3827 -4.5692 -4.0533 0.044 -0.052 0.078 -0.041
C 1.6665 -4.6272 -2.5781 0.021 -0.004 -0.042 -0.264
C 0.6380 -4.6602 -1.6407 -0.030 -0.046 0.044 -0.038
C 0.9007 -4.6482 -0.2794 0.028 0.065 -0.038 -0.032
C 2.2102 -4.6098 0.1852 -0.071 0.084 -0.061 -0.268
N 2.4248 -4.5474 1.5870 0.086 -0.095 0.106 0.132
C 3.4688 -3.9983 2.3018 -0.239 0.115 -0.083 -0.541
O 3.7770 -4.4261 3.3999 0.049 -0.039 0.008 0.050
N 4.1319 -2.9220 1.7484 0.144 -0.008 0.108 0.143
C 3.6625 -1.9885 0.8023 -0.014 -0.095 -0.112 -0.238
C 4.5477 -1.3805 -0.0697 0.027 -0.025 -0.084 -0.007
C 4.0389 -0.5652 -1.0633 -0.033 -0.016 -0.033 -0.042
C 2.6684 -0.3900 -1.1538 -0.008 0.007 0.065 -0.122
N 1.8140 -0.9116 -0.2726 -0.029 0.301 0.289 0.106
C 2.3159 -1.6740 0.6893 -0.020 -0.177 -0.138 -0.105
C 3.2496 -4.6305 -0.7358 -0.009 -0.010 0.051 -0.027
C 2.9714 -4.6267 -2.0939 0.018 0.010 0.020 -0.034
H 0.4297 -5.0388 -4.2935 -0.011 0.082 -0.046 0.083
H 2.1638 -5.0704 -4.6257 0.015 -0.021 0.017 0.078
H 1.3328 -3.5389 -4.4079 -0.114 0.006 -0.040 0.075
H -0.3914 -4.6785 -1.9798 0.004 0.000 -0.017 0.112
H 0.0827 -4.6416 0.4320 -0.004 0.003 0.005 0.105
H 1.8843 -5.1788 2.1562 0.066 -0.073 -0.013 0.148
H 4.9307 -2.6526 2.3011 -0.033 0.004 0.030 0.151
H 5.6101 -1.5828 0.0003 -0.001 -0.002 0.014 0.119
H 4.6906 -0.0958 -1.7876 -0.004 0.005 -0.004 0.110
H 2.2461 0.1927 -1.9585 0.052 0.000 0.019 0.099
H 1.6118 -2.1174 1.3763 0.018 -0.013 0.039 0.088
H 4.2757 -4.6449 -0.3950 0.040 0.040 0.050 0.115
H 3.7963 -4.6285 -2.7973 -0.006 0.008 -0.011 0.113
C 5.8257 3.4813 -0.2094 0.055 -0.010 -0.015 -0.099
N 5.0770 2.6828 0.7316 -0.022 0.005 0.091 -0.074
C 3.7318 2.5172 0.6966 -0.081 0.040 -0.096 -0.929
N 3.0950 3.0007 -0.3780 0.041 -0.072 0.022 0.135
S 2.9184 1.7554 1.9560 0.081 -0.015 -0.045 0.609
H 6.8740 3.4658 0.0801 -0.006 0.017 0.000 0.082
H 5.4882 4.5219 -0.2331 -0.010 -0.001 -0.004 0.087
H 5.7623 3.0711 -1.2207 -0.010 -0.005 -0.002 0.080
H 5.4919 2.4362 1.6127 0.017 -0.017 -0.008 0.100
H 3.5948 3.3372 -1.1840 -0.007 0.004 0.012 0.093
H 2.1251 2.7169 -0.5267 -0.034 0.086 0.007 0.049
```
Positions in Å, forces in eV/Å.

Summary:
Orbital gap ... 6.8 eV
Net charge ... -1
Energy above the lowest of the compared OMol25 structures with the same formula, charge and spin ... 2.5 kcal per mole
Maximum force ... 0.53 eV/Å
Electronic energy ... -3788.48614 Ha
Multiplicity ... 1

=====

# 3
Below is C32H63N15O4PSc as an isolated structure, with properties calculated with ωB97M-V/def2-TZVPD.

XYZ file:
```
116
Properties=species:S:1:pos:R:3:forces:R:3:lowdin_charge:R:1
Sc 0.4609 -0.0191 -0.5634 0.105 0.508 -0.415 0.998
C 1.8773 1.5090 3.1486 0.037 -0.099 0.028 -0.039
N 1.0382 2.5671 2.6159 -0.064 0.066 -0.040 -0.120
C 0.4085 3.4014 3.6354 0.073 0.059 -0.024 -0.044
C 1.0918 2.9080 1.3080 0.002 0.055 0.032 -0.384
N 1.3190 1.9980 0.3545 -0.020 -0.174 -0.185 0.006
C 2.2863 2.4808 -0.6581 0.028 0.022 0.034 -0.197
C 1.7084 2.4793 -2.0489 -0.069 -0.077 -0.072 -0.175
N 1.3912 1.0847 -2.4506 0.084 0.194 -0.035 -0.209
C 2.6586 0.4731 -2.9516 -0.021 0.045 -0.054 -0.137
C 2.9034 -0.9115 -2.3901 0.035 -0.047 -0.059 -0.199
N 2.5444 -0.8802 -0.9758 -0.006 -0.129 0.047 0.016
C 3.1877 -1.6663 -0.1312 0.132 0.002 -0.092 -0.374
N 3.2244 -1.2313 1.1955 0.015 0.070 -0.029 -0.154
C 3.0705 -2.1927 2.2841 -0.045 -0.011 0.013 -0.042
C 4.2058 -0.1739 1.4453 0.018 0.011 -0.006 -0.038
N 3.8356 -2.7989 -0.4593 -0.074 0.065 0.083 -0.086
C 4.9320 -3.3448 0.3375 0.014 0.031 -0.002 -0.014
C 3.4768 -3.6803 -1.5636 -0.003 0.016 -0.037 -0.014
C 0.3537 1.1059 -3.4988 0.050 -0.024 -0.015 -0.167
C -0.9746 1.5656 -2.9428 -0.112 0.030 -0.036 -0.212
N -1.4595 0.6782 -1.8649 0.126 -0.269 -0.138 0.023
C -2.7968 0.6089 -1.8718 0.078 0.191 0.194 -0.382
N -3.5327 1.7003 -2.2578 -0.043 -0.063 0.230 -0.175
C -4.6118 1.6529 -3.2323 -0.057 -0.071 0.068 -0.037
C -3.2276 3.0173 -1.7311 0.044 0.018 -0.077 -0.044
N -3.4928 -0.4932 -1.5148 0.034 0.156 -0.179 -0.124
C -4.9061 -0.4539 -1.1434 -0.023 0.087 -0.106 -0.037
C -2.9339 -1.8281 -1.6419 0.065 -0.090 0.039 -0.026
N 0.9319 4.2342 1.0247 -0.073 -0.171 0.102 -0.154
C 1.6204 5.2902 1.7585 0.012 -0.027 0.043 -0.030
C 0.2070 4.6829 -0.1464 0.000 -0.003 -0.062 -0.031
H 2.0353 0.7454 2.3950 0.003 -0.011 0.005 0.047
H 2.8387 1.9164 3.4760 0.000 0.000 0.000 0.109
H 1.3915 1.0692 4.0180 0.026 0.020 0.003 0.089
H -0.1088 2.7546 4.3441 0.033 0.026 0.002 0.080
H -0.3194 4.0679 3.1840 -0.004 0.049 -0.022 0.101
H 1.1391 3.9893 4.1928 0.024 0.020 -0.001 0.103
H 3.1511 1.8102 -0.6387 -0.035 0.045 0.004 0.090
H 2.6642 3.4758 -0.4146 -0.043 0.010 -0.008 0.131
H 2.3891 2.9249 -2.7824 0.024 -0.002 0.051 0.146
H 0.7999 3.0651 -2.0587 -0.021 0.041 -0.003 0.080
H 3.4811 1.1244 -2.6605 0.007 -0.043 0.033 0.123
H 2.6437 0.4567 -4.0447 0.022 -0.003 0.010 0.138
H 3.9591 -1.1669 -2.5278 -0.023 0.024 0.020 0.137
H 2.3269 -1.6405 -2.9581 -0.012 0.018 0.037 0.087
H 4.0154 -2.5893 2.6615 0.007 -0.005 -0.004 0.089
H 2.4320 -3.0121 1.9584 0.000 -0.017 0.009 0.091
H 2.5750 -1.6847 3.1134 -0.023 -0.015 0.003 0.087
H 4.0711 0.6380 0.7342 0.005 -0.012 0.028 0.075
H 5.2363 -0.5386 1.3721 -0.003 0.006 -0.010 0.094
H 4.0753 0.2149 2.4511 -0.012 -0.024 0.018 0.077
H 5.3510 -2.5947 0.9962 0.017 -0.004 0.004 0.076
H 5.7157 -3.6689 -0.3470 -0.004 -0.007 0.003 0.107
H 4.6015 -4.2062 0.9191 0.008 -0.005 0.016 0.108
H 2.5438 -3.3830 -2.0164 -0.087 0.025 -0.021 0.060
H 3.3521 -4.6892 -1.1670 0.007 -0.006 -0.011 0.113
H 4.2602 -3.6943 -2.3229 0.003 -0.013 0.003 0.110
H 0.2693 0.0964 -3.8998 -0.030 0.021 0.039 0.098
H 0.6578 1.7648 -4.3226 -0.008 -0.003 0.040 0.145
H -1.6863 1.6002 -3.7721 0.022 -0.071 0.004 0.136
H -0.8878 2.6026 -2.6118 0.001 0.018 0.014 0.083
H -4.6651 0.6707 -3.6904 -0.014 -0.097 0.000 0.097
H -4.4054 2.3790 -4.0215 -0.003 0.006 -0.002 0.100
H -5.5816 1.8959 -2.7937 -0.013 -0.011 0.031 0.097
H -2.4651 2.9343 -0.9596 0.016 -0.021 0.024 0.072
H -4.1258 3.4471 -1.2819 -0.016 0.004 -0.027 0.104
H -2.8782 3.6998 -2.5108 0.001 0.023 -0.010 0.098
H -5.5578 -0.7428 -1.9684 -0.004 0.026 -0.056 0.103
H -5.1793 0.5387 -0.7996 -0.019 0.068 -0.020 0.099
H -5.0710 -1.1600 -0.3302 -0.038 0.008 -0.042 0.091
H -2.9351 -2.1636 -2.6815 0.022 0.006 -0.020 0.106
H -3.5453 -2.5156 -1.0622 -0.001 -0.012 -0.028 0.103
H -1.9272 -1.8514 -1.2527 0.067 -0.026 0.000 0.040
H 2.3376 4.8621 2.4520 0.007 -0.012 0.038 0.096
H 0.9293 5.9349 2.3034 -0.020 -0.004 0.005 0.100
H 2.1731 5.9048 1.0451 -0.001 0.007 0.003 0.103
H -0.4410 3.8842 -0.5020 0.009 -0.005 -0.004 0.070
H 0.8702 5.0041 -0.9546 0.013 0.009 0.000 0.100
H -0.4151 5.5347 0.1327 0.000 0.004 0.005 0.108
O 0.0648 -6.2492 -1.0689 0.026 0.158 0.089 0.146
C -0.2614 -5.8270 -2.2835 -0.057 0.005 0.040 -0.488
O -0.6145 -6.5680 -3.1565 0.023 -0.016 -0.026 0.140
C -0.1686 -4.3564 -2.5624 0.049 0.035 -0.079 -0.033
C -0.3563 -3.8513 -3.8311 -0.006 0.015 0.061 0.031
N -0.1930 -2.5191 -3.7506 0.088 0.026 -0.011 0.041
N 0.0948 -2.1035 -2.5105 -0.135 -0.073 0.121 0.064
C 0.1048 -3.2142 -1.7798 -0.025 -0.010 0.002 -0.188
C 0.3518 -3.0678 -0.3164 -0.018 0.037 0.026 -0.527
O 0.6768 -4.0155 0.3792 -0.038 -0.062 -0.069 0.096
O 0.1828 -1.8632 0.1267 -0.159 -0.286 0.221 -0.213
H 0.3168 -5.5071 -0.4720 0.020 -0.094 -0.075 0.072
H -0.5898 -4.3601 -4.7509 -0.006 -0.031 -0.018 0.152
H -0.2414 -1.8598 -4.5114 -0.016 -0.040 0.047 0.159
C -3.9590 0.0789 3.3574 -0.016 -0.010 0.025 -0.172
N -2.8372 0.9543 3.7006 0.001 -0.019 -0.088 -0.132
C -1.9620 0.2356 4.6293 -0.003 -0.011 0.086 -0.169
N -1.5090 -1.0680 4.1476 0.007 0.039 -0.047 -0.132
C -2.6774 -1.8702 3.7969 -0.020 -0.059 0.053 -0.168
N -3.5428 -1.2150 2.8206 -0.016 0.039 -0.057 -0.130
C -2.8922 -1.0772 1.5251 -0.068 -0.015 -0.039 -0.302
P -1.3627 -0.0257 1.5913 0.188 -0.010 -0.023 1.034
C -2.1279 1.3868 2.4969 -0.099 0.007 0.128 -0.303
C -0.6037 -0.9457 3.0125 0.047 -0.040 0.092 -0.296
H -4.5989 0.5854 2.6318 -0.003 0.001 -0.002 0.129
H -4.5410 -0.1035 4.2618 0.005 0.014 -0.001 0.136
H -2.5184 0.0775 5.5542 0.007 0.006 0.001 0.137
H -1.0918 0.8530 4.8616 0.006 0.000 -0.013 0.112
H -3.2597 -2.0469 4.7023 0.007 -0.001 -0.003 0.137
H -2.3481 -2.8330 3.4033 -0.001 0.001 0.001 0.136
H -3.5898 -0.6203 0.8268 0.084 -0.011 0.134 0.052
H -2.6233 -2.0653 1.1454 0.005 -0.001 0.011 0.097
H -2.8353 1.8906 1.8300 0.005 0.000 -0.007 0.094
H -1.3617 2.1131 2.7569 -0.085 -0.052 -0.005 0.045
H 0.3228 -0.4717 3.3279 -0.038 0.011 0.017 0.054
H -0.3378 -1.9393 2.6431 -0.014 0.022 -0.003 0.091
```
Positions in Å, forces in eV/Å.

Summary:
Orbital gap ... 8.2 eV
Net charge ... +2
Energy above the lowest of the compared OMol25 structures with the same formula, charge and spin ... 21.9 kcal per mole
Maximum force ... 0.66 eV/Å
Electronic energy ... -3481.20594 Ha
Multiplicity ... 1

=====

# 4
Below is a 2-piece molecular cluster, CHN3O2 overall in a non-equilibrium geometry, with properties calculated with ωB97M-V/def2-TZVPD.

XYZ file:
```
7
Properties=species:S:1:pos:R:3:forces:R:3:nbo_charge:R:1
O 2.1161 -0.6380 0.0715 -0.516 -0.427 -0.229 -0.524
C 1.0661 -1.0630 -0.2059 0.405 -0.490 -0.156 1.038
N -0.0998 0.8441 0.5108 -0.257 0.159 0.287 -0.600
N -1.2114 0.5812 0.0285 -1.028 -0.639 -0.468 0.244
N -2.1171 0.0468 -0.3811 0.884 1.162 0.560 -0.001
O 0.0736 -1.5904 -0.5281 0.923 0.063 0.169 -0.546
H 0.1726 1.8194 0.5043 -0.412 0.172 -0.163 0.389
```
Positions in Å, forces in eV/Å.

Summary:
Orbital gap ... 11.1 eV
Net charge ... 0
Energy above the lowest of the compared OMol25 structures with the same formula, charge and spin ... 6.5 kcal per mole
Maximum force ... 1.56 eV/Å
Electronic energy ... -353.42288 Ha
Multiplicity ... 1